# 1
92
Properties=species:S:1:pos:R:3 method="wB97M-V/def2-TZVPD" e_above_lowest_kj_mol=84.10 total_charge=0 e_lumo_ev="-0.621 / -1.043" spin_multiplicity=1 homo_ev="-7.093 / -7.336" homo_lumo_gap_ev="6.47 / 6.29" molar_mass_g_mol=892.0
Ru -0.36073 0.66183 -0.63972
C 1.65093 4.67678 0.30673
C 1.37629 3.25186 -0.07150
S -0.10761 2.59205 0.39935
C 2.27082 2.49004 -0.81646
C 3.53560 3.07726 -1.37132
S 1.97271 0.85621 -1.05560
H 0.86847 5.06144 0.95905
H 1.67074 5.29854 -0.59060
H 2.61313 4.78339 0.81063
H 3.55083 4.16132 -1.30297
H 3.64141 2.79742 -2.41977
H 4.40153 2.68688 -0.83305
C 0.60652 1.60654 4.07278
N 1.96232 1.44395 3.59697
C 2.67354 2.68524 3.37931
C 2.40037 0.27966 3.05381
S 3.56660 0.22788 1.88054
N 1.76759 -0.84884 3.53512
C 1.90179 -2.08197 2.78284
C 1.77429 -1.06188 4.97167
H 0.15967 2.46794 3.56771
H 0.56162 1.78277 5.15325
H 0.03320 0.72016 3.81836
H 2.57369 3.30589 4.27196
H 2.25902 3.22556 2.52243
H 3.72246 2.48240 3.18467
H 1.75087 -1.88809 1.72233
H 1.13664 -2.77398 3.14068
H 2.89019 -2.53741 2.91169
H 1.58295 -0.13953 5.51485
H 2.74417 -1.45923 5.30043
H 0.99999 -1.78249 5.23182
O -0.89635 -0.22775 1.22892
S -2.05289 -1.21198 1.33351
C -3.43383 -0.21159 1.87209
C -4.67461 -0.79948 2.05579
C -5.73088 -0.01068 2.47788
C -5.54172 1.34658 2.70385
C -4.29710 1.92217 2.50214
C -3.22842 1.14150 2.08019
C -1.78533 -2.12656 2.84062
C -1.87590 -1.56192 4.10848
C -1.67907 -2.36248 5.21776
C -1.39914 -3.71495 5.06142
C -1.30838 -4.27169 3.79692
C -1.50382 -3.47333 2.67688
H -4.81754 -1.85518 1.87159
H -6.70681 -0.45284 2.62195
H -6.37173 1.95718 3.03391
H -4.15487 2.98232 2.66499
H -2.24685 1.56710 1.91133
H -2.11884 -0.51493 4.21989
H -1.75078 -1.93540 6.20896
H -1.25767 -4.33794 5.93389
H -1.09140 -5.32352 3.67704
H -1.43657 -3.89132 1.68055
C -3.01114 2.21354 -1.38718
C -2.33826 0.92863 -0.99073
O -2.97350 -0.11124 -0.96624
H -4.06507 2.03857 -1.59909
H -2.50355 2.63176 -2.25682
H -2.89541 2.94603 -0.58523
Cl 0.26109 -2.66873 -6.78065
C 0.16953 -3.30305 -5.17014
C -0.02001 -4.66603 -5.01946
C -0.24428 -5.21293 -3.76931
C -0.28799 -4.38007 -2.65927
C -0.06519 -3.02907 -2.82713
Cl -0.04272 -2.03418 -1.38104
C 0.20033 -2.43005 -4.07379
N 0.39678 -1.07495 -4.16684
C 1.38099 -0.40947 -4.90358
C 2.56850 -1.03906 -5.26339
C 3.53379 -0.35494 -5.98076
C 3.33251 0.97195 -6.33082
C 2.15790 1.60234 -5.95039
C 1.17155 0.93577 -5.23717
C -0.10780 1.63984 -4.86754
C -0.16330 2.01955 -3.38976
O 0.08692 3.13732 -2.99370
O -0.48122 1.00347 -2.63549
H -0.02504 -5.28509 -5.90476
H -0.39529 -6.27645 -3.65839
H -0.47094 -4.76845 -1.66861
H -0.07376 -0.49743 -3.47159
H 2.73296 -2.06769 -4.97043
H 4.44830 -0.86137 -6.25927
H 4.08084 1.51216 -6.89345
H 1.99373 2.64064 -6.21130
H -0.95540 0.99576 -5.11690
H -0.18698 2.57002 -5.42833


# 2
10
Properties=species:S:1:pos:R:3 method="wB97M-V/def2-TZVPD" e_above_lowest_kj_mol=152.85 total_charge=+1 e_lumo_ev=-5.708 spin_multiplicity=1 homo_ev=-15.126 homo_lumo_gap_ev=9.42 molar_mass_g_mol=43.9
B -1.92366 -0.30006 0.71019
C -0.92903 -0.61405 -0.25088
N 1.54306 0.63932 -0.22032
H -2.54488 0.02958 1.58851
H -0.30162 -1.40006 -0.02604
H 0.01940 0.02047 -0.30526
H -1.21132 -0.75876 -1.28790
H 1.26397 1.18467 0.55914
H 1.91937 1.22180 -0.88380
H 2.16472 -0.02292 0.11637


# 3
16
Properties=species:S:1:pos:R:3 method="wB97M-V/def2-TZVPD" e_above_lowest_kj_mol=311.17 total_charge=0 e_lumo_ev="-0.053 / -0.052" spin_multiplicity=1 homo_ev="-7.752 / -7.753" homo_lumo_gap_ev="7.70 / 7.70" molar_mass_g_mol=99.1
C -0.58163 -0.52724 -1.87598
N -0.36733 0.44875 -0.80289
C -1.34571 0.83814 -0.01828
C 0.89206 0.77092 -0.36393
C 1.28866 0.41919 0.97557
O 2.33026 0.82662 1.47944
C 0.49944 -0.68425 1.70891
H -1.49784 -0.31065 -2.42896
H -0.65265 -1.52557 -1.42846
H 0.28520 -0.51146 -2.53952
H -1.22179 1.75717 0.53768
H -2.24754 0.24631 0.07216
H 1.61295 1.17998 -1.06160
H 1.25349 -1.39048 2.06803
H -0.02732 -0.30438 2.58890
H -0.22025 -1.23305 1.08892